Molecular formula: C4H6O2
Method: DFT, ωB97M-V/def2-TZVPD

As for the total energy: -306.38369 Eh. As for the SMILES: O/C=C\[C@H]1CO1. As for the energy above the lowest of the compared OMol25 structures with the same formula, charge and spin: 76.9 kcal/mol. Its molar mass is 86.1 g/mol.

The geometry in ORCA input format:
```
! RIJCOSX wB97M-V def2-TZVPD def2/J DEFGRID3
* xyz 0 1
O -2.396 0.326 -0.366
C -1.606 -0.771 -0.294
C -0.297 -0.567 -0.537
C 0.419 0.567 0.121
C 1.745 0.263 0.682
O 1.599 1.101 -0.457
H -1.760 0.816 -0.929
H -2.109 -1.701 -0.029
H 0.323 -1.347 -0.946
H -0.191 1.288 0.674
H 2.101 0.748 1.592
H 2.174 -0.723 0.488
*
```

Want to see where the charge sits? The Mulliken charges in e are: number 1, O, carries -0.481; number 2, C, carries 0.055; number 3, C, carries -0.810; number 4, C, carries 0.284; number 5, C, carries -0.433; number 6, O, carries -0.434; number 7, H, carries 0.414; number 8, H, carries 0.364; number 9, H, carries 0.270; number 10, H, carries 0.345; number 11, H, carries 0.227; number 12, H, carries 0.201


Molecular formula: C5H7NaO4
Method: DFT, ωB97M-V/def2-TZVPD

As for the total energy: -657.63805 Eh. As for the energy above the lowest of the compared OMol25 structures with the same formula, charge and spin: 71.2 kcal/mol. Its molar mass is 154.1 g/mol.

The geometry in ORCA input format:
```
! RIJCOSX wB97M-V def2-TZVPD def2/J DEFGRID3
* xyz 1 2
H -2.392 -0.073 -2.285
Na -3.781 -1.699 0.468
O -3.387 0.563 -0.819
O -1.211 1.235 -1.246
C -0.295 1.078 -0.162
C -0.113 -0.432 -0.043
O -1.656 -0.832 -0.459
C -2.147 0.223 -1.215
H 0.627 1.603 -0.428
H -0.744 1.496 0.752
H -0.119 -0.775 0.997
H 0.415 -0.850 -0.910
H 2.707 -1.622 0.626
O 3.390 0.602 2.706
C 2.652 -0.530 0.614
C 3.089 0.074 1.728
H 2.964 -0.062 -0.324
*
```

Want to see where the charge sits? The Mulliken charges in e are: number 1, H, carries 0.211; number 2, Na, carries 0.975; number 3, O, carries -0.390; number 4, O, carries -0.356; number 5, C, carries -0.290; number 6, C, carries -0.262; number 7, O, carries -0.540; number 8, C, carries 0.476; number 9, H, carries 0.291; number 10, H, carries 0.269; number 11, H, carries 0.313; number 12, H, carries 0.272; number 13, H, carries 0.330; number 14, O, carries -0.291; number 15, C, carries -1.241; number 16, C, carries 0.908; number 17, H, carries 0.325


Molecular formula: C12H24CrF14NO16P2S2
Method: DFT, ωB97M-V/def2-TZVPD

As for the total energy: -5652.30414 Eh. Its molar mass is 882.4 g/mol.

The geometry in ORCA input format:
```
! RIJCOSX wB97M-V def2-TZVPD def2/J DEFGRID3
* xyz 0 4
Cr -5.921 2.449 21.649
P -9.447 2.228 19.892
F -10.561 2.512 18.760
F -9.044 0.780 19.328
F -8.341 2.915 18.907
F -8.214 2.111 20.984
F -9.823 3.663 20.571
F -10.552 1.546 20.857
P -4.085 4.908 23.347
F -5.538 5.537 23.607
F -4.001 4.455 24.896
F -4.880 3.429 23.031
F -2.737 4.102 22.944
F -4.221 5.380 21.825
F -3.199 6.193 23.687
N -5.469 0.815 22.628
S -4.392 0.179 23.597
O -3.614 -0.916 23.091
O -4.684 0.354 24.991
F -3.337 1.364 23.315
S -6.444 -0.638 22.902
O -7.147 -0.773 24.158
O -6.157 -1.830 22.178
F -7.624 0.010 22.037
C -6.124 -1.183 19.157
O -6.132 -0.119 18.199
C -5.934 1.089 18.696
O -5.930 1.366 19.883
O -5.755 1.984 17.771
C -5.832 1.669 16.369
H -7.076 -1.322 19.661
H -5.270 -1.188 19.829
H -6.005 -2.152 18.667
H -5.204 0.842 16.049
H -5.632 2.621 15.887
H -6.869 1.399 16.171
C -2.419 3.205 17.716
O -3.312 3.313 18.790
C -3.078 2.800 19.973
O -3.933 2.721 20.824
O -1.858 2.304 20.051
C -1.190 2.177 21.288
H -2.861 3.543 16.782
H -2.070 2.196 17.483
H -1.505 3.769 17.913
H -0.749 3.099 21.668
H -0.305 1.545 21.194
H -1.774 1.714 22.078
C -5.894 6.038 17.723
O -5.815 4.960 18.648
C -6.438 5.027 19.803
O -6.411 4.140 20.613
O -6.943 6.232 19.995
C -7.886 6.406 21.029
H -6.784 5.959 17.098
H -5.125 5.852 16.968
H -5.698 7.055 18.048
H -8.879 5.967 20.907
H -8.147 7.455 21.178
H -7.549 6.106 22.023
C -10.385 1.757 24.371
O -9.123 1.822 23.705
C -8.262 2.753 23.987
O -7.357 2.955 23.189
O -8.539 3.492 25.048
C -7.795 4.698 25.224
H -10.837 2.705 24.653
H -10.316 1.208 25.313
H -11.012 1.159 23.717
H -6.797 4.487 25.598
H -8.309 5.277 25.993
H -7.767 5.413 24.405
*
```

Want to see where the charge sits? The Mulliken charges in e are: number 1, Cr, carries 0.872; number 2, P, carries 1.568; number 3, F, carries -0.350; number 4, F, carries -0.380; number 5, F, carries -0.328; number 6, F, carries -0.401; number 7, F, carries -0.413; number 8, F, carries -0.373; number 9, P, carries 1.437; number 10, F, carries -0.337; number 11, F, carries -0.364; number 12, F, carries -0.145; number 13, F, carries -0.332; number 14, F, carries -0.336; number 15, F, carries -0.344; number 16, N, carries 0.238; number 17, S, carries 0.763; number 18, O, carries -0.607; number 19, O, carries -0.533; number 20, F, carries -0.221; number 21, S, carries 0.875; number 22, O, carries -0.613; number 23, O, carries -0.596; number 24, F, carries -0.235; number 25, C, carries -0.849; number 26, O, carries -0.449; number 27, C, carries 0.189; number 28, O, carries 0.723; number 29, O, carries 0.146; number 30, C, carries -0.944; number 31, H, carries 0.266; number 32, H, carries 0.303; number 33, H, carries 0.388; number 34, H, carries 0.316; number 35, H, carries 0.257; number 36, H, carries 0.343; number 37, C, carries -0.965; number 38, O, carries -0.044; number 39, C, carries -0.116; number 40, O, carries 0.635; number 41, O, carries -0.429; number 42, C, carries -0.439; number 43, H, carries 0.268; number 44, H, carries 0.351; number 45, H, carries 0.353; number 46, H, carries 0.286; number 47, H, carries 0.343; number 48, H, carries 0.026; number 49, C, carries -0.997; number 50, O, carries 0.042; number 51, C, carries 0.078; number 52, O, carries 0.351; number 53, O, carries -0.497; number 54, C, carries -0.579; number 55, H, carries 0.339; number 56, H, carries 0.297; number 57, H, carries 0.378; number 58, H, carries 0.263; number 59, H, carries 0.378; number 60, H, carries 0.030; number 61, C, carries -0.895; number 62, O, carries -0.220; number 63, C, carries 0.276; number 64, O, carries 0.186; number 65, O, carries -0.418; number 66, C, carries -0.559; number 67, H, carries 0.383; number 68, H, carries 0.323; number 69, H, carries 0.266; number 70, H, carries 0.294; number 71, H, carries 0.372; number 72, H, carries 0.111


Molecular formula: C3H6N2O
Method: DFT, ωB97M-V/def2-TZVPD

As for the total energy: -302.60687 Eh. As for the energy above the lowest of the compared OMol25 structures with the same formula, charge and spin: 54.1 kcal/mol. Its molar mass is 86.1 g/mol.

The geometry in ORCA input format:
```
! RIJCOSX wB97M-V def2-TZVPD def2/J DEFGRID3
* xyz 0 1
C -2.003 0.537 -0.050
C -0.527 0.847 0.008
O -0.078 1.979 0.076
N 0.280 -0.275 -0.012
C 1.617 -0.239 0.048
N 1.987 -1.484 0.003
H -2.568 1.467 -0.122
H -2.224 -0.108 -0.906
H -2.301 -0.006 0.854
H 0.655 -1.590 -0.060
H 2.224 0.661 0.117
H 2.949 -1.794 0.029
*
```

Want to see where the charge sits? The Mulliken charges in e are: number 1, C, carries -0.958; number 2, C, carries 0.665; number 3, O, carries -0.600; number 4, N, carries -0.347; number 5, C, carries -0.271; number 6, N, carries -0.492; number 7, H, carries 0.299; number 8, H, carries 0.295; number 9, H, carries 0.270; number 10, H, carries 0.563; number 11, H, carries 0.381; number 12, H, carries 0.196


Molecular formula: C43H36N9O6RbS5
Method: DFT, ωB97M-V/def2-TZVPD

As for the total energy: -4619.64446 Eh. As for the energy above the lowest of the compared OMol25 structures with the same formula, charge and spin: 15.7 kcal/mol. Its molar mass is 1020.6 g/mol.

The geometry in ORCA input format:
```
! RIJCOSX wB97M-V def2-TZVPD def2/J DEFGRID3
* xyz -2 1
Rb 0.299 0.862 2.348
C -1.482 -5.576 4.089
C -0.286 -5.066 3.576
C -0.115 -3.714 3.360
C -1.142 -2.782 3.651
C -2.335 -3.310 4.194
C -2.493 -4.675 4.397
N -0.859 -1.462 3.432
N -2.007 -0.671 3.434
C -1.975 0.474 4.219
C -1.175 0.469 5.381
C -1.158 1.596 6.166
C -1.928 2.703 5.812
C -2.679 2.605 4.661
N -2.718 1.530 3.868
H -1.610 -6.639 4.252
H 0.528 -5.743 3.338
H 0.816 -3.333 2.952
H -3.122 -2.625 4.480
H -3.425 -5.038 4.820
H -0.582 -0.405 5.604
H -0.526 1.625 7.046
H -1.914 3.617 6.388
H -3.285 3.446 4.335
C -0.359 2.753 -12.325
O -1.442 2.918 -11.430
C -1.205 2.663 -10.113
C -2.269 2.896 -9.247
C -2.120 2.664 -7.894
C -0.914 2.198 -7.371
C 0.137 1.965 -8.247
C 0.002 2.192 -9.610
C -0.715 1.951 -5.935
N 0.360 1.421 -5.408
C 0.123 1.396 -4.050
C -1.110 1.917 -3.766
N -1.645 2.271 -4.984
C -1.636 2.045 -2.440
C -2.898 2.556 -2.115
C -3.273 2.626 -0.796
C -2.368 2.196 0.183
N -1.176 1.717 -0.112
C -0.802 1.616 -1.393
C 0.517 1.016 -1.677
N 1.229 0.561 -0.632
C 2.394 -0.010 -0.861
C 2.937 -0.152 -2.146
C 2.223 0.311 -3.221
C 0.975 0.905 -2.998
H -0.727 3.050 -13.304
H -0.029 1.712 -12.365
H 0.486 3.388 -12.048
H -3.204 3.258 -9.654
H -2.970 2.847 -7.247
H 1.072 1.601 -7.844
H 0.842 1.998 -10.262
H -2.535 2.704 -5.141
H -3.574 2.887 -2.896
H -4.245 3.004 -0.506
H -2.625 2.226 1.239
H 2.922 -0.403 0.003
H 3.898 -0.633 -2.269
H 2.591 0.219 -4.235
O 4.720 4.627 5.072
C 5.227 3.415 5.130
O 6.320 3.192 5.618
C 4.412 2.309 4.558
C 4.888 1.018 4.454
N 3.921 0.285 3.892
N 2.831 1.006 3.606
C 3.105 2.244 4.000
C 2.065 3.336 3.809
O 2.466 4.517 4.022
O 0.927 2.990 3.459
H 3.770 4.606 4.642
H 5.839 0.605 4.744
H 3.968 -0.682 3.563
C 3.623 -4.746 -0.804
S 2.271 -4.949 0.380
C 3.182 -4.995 1.872
C 3.819 -3.940 2.448
S 3.961 -2.319 1.898
S 4.647 -4.372 3.936
C 4.259 -6.047 4.017
S 4.821 -7.078 5.194
S 3.333 -6.545 2.668
H 3.166 -4.641 -1.790
H 4.281 -5.614 -0.801
H 4.181 -3.842 -0.561
C -4.739 -0.856 2.770
C -3.678 -0.858 1.683
C -3.495 -2.231 1.054
O -2.412 -0.334 2.086
H -5.720 -0.967 2.299
H -4.720 0.081 3.324
H -4.598 -1.687 3.460
H -3.993 -0.146 0.910
H -3.139 -2.937 1.806
H -2.758 -2.184 0.251
H -4.442 -2.599 0.645
*
```

Results of the Mulliken charge analysis, in e, for atoms 1 through 99: number 1, Rb, carries 0.734; number 2, C, carries -0.784; number 3, C, carries 0.047; number 4, C, carries -0.215; number 5, C, carries -0.579; number 6, C, carries -0.091; number 7, C, carries -0.618; number 8, N, carries -0.475; number 9, N, carries 1.137; number 10, C, carries -0.627; number 11, C, carries -0.617; number 12, C, carries -0.397; number 13, C, carries -0.588; number 14, C, carries -0.332; number 15, N, carries -0.038; number 16, H, carries 0.357; number 17, H, carries 0.173; number 18, H, carries 0.372; number 19, H, carries 0.303; number 20, H, carries 0.338; number 21, H, carries 0.500; number 22, H, carries 0.393; number 23, H, carries 0.338; number 24, H, carries 0.321; number 25, C, carries -0.839; number 26, O, carries -0.468; number 27, C, carries 1.002; number 28, C, carries -0.730; number 29, C, carries -0.465; number 30, C, carries 0.175; number 31, C, carries -0.852; number 32, C, carries -0.387; number 33, C, carries 0.309; number 34, N, carries -0.793; number 35, C, carries 0.726; number 36, C, carries 0.175; number 37, N, carries -0.109; number 38, C, carries 0.753; number 39, C, carries -0.435; number 40, C, carries -1.050; number 41, C, carries -0.316; number 42, N, carries 0.173; number 43, C, carries -0.563; number 44, C, carries -0.516; number 45, N, carries 0.090; number 46, C, carries -0.001; number 47, C, carries -0.966; number 48, C, carries -0.403; number 49, C, carries 0.488; number 50, H, carries 0.237; number 51, H, carries 0.329; number 52, H, carries 0.343; number 53, H, carries 0.400; number 54, H, carries 0.260; number 55, H, carries 0.463; number 56, H, carries 0.370; number 57, H, carries 0.167; number 58, H, carries 0.341; number 59, H, carries 0.460; number 60, H, carries 0.405; number 61, H, carries 0.234; number 62, H, carries 0.457; number 63, H, carries 0.538; number 64, O, carries -0.595; number 65, C, carries 0.471; number 66, O, carries -0.682; number 67, C, carries 0.349; number 68, C, carries -0.800; number 69, N, carries 0.226; number 70, N, carries -0.087; number 71, C, carries 0.040; number 72, C, carries 0.502; number 73, O, carries -0.868; number 74, O, carries -0.534; number 75, H, carries 0.486; number 76, H, carries 0.505; number 77, H, carries -0.002; number 78, C, carries -0.810; number 79, S, carries 0.028; number 80, C, carries -0.237; number 81, C, carries 0.231; number 82, S, carries -0.475; number 83, S, carries -0.124; number 84, C, carries 0.104; number 85, S, carries -0.341; number 86, S, carries -0.160; number 87, H, carries 0.323; number 88, H, carries 0.273; number 89, H, carries 0.205; number 90, C, carries -1.525; number 91, C, carries 0.827; number 92, C, carries -1.332; number 93, O, carries 0.294; number 94, H, carries 0.453; number 95, H, carries 0.312; number 96, H, carries 0.253; number 97, H, carries 0.188; number 98, H, carries 0.170; number 99, H, carries 0.242